{"formula": "C56H52N8O11RbS2Te", "method": "the ωB97M-V functional and the def2-TZVPD basis", "elements": ["Rb", "O", "S", "O", "N", "C", "C", "C", "C", "C", "C", "C", "C", "N", "C", "C", "C", "C", "C", "C", "C", "H", "H", "H", "H", "H", "H", "H", "H", "H", "H", "H", "C", "C", "C", "C", "C", "O", "C", "C", "C", "C", "C", "C", "C", "O", "C", "C", "C", "N", "C", "C", "Te", "C", "C", "C", "C", "C", "C", "C", "C", "C", "C", "C", "C", "H", "H", "H", "H", "H", "H", "H", "H", "H", "H", "H", "H", "H", "H", "H", "H", "H", "H", "H", "H", "H", "H", "H", "H", "N", "C", "C", "C", "C", "C", "C", "S", "N", "C", "C", "C", "C", "C", "C", "N", "H", "H", "H", "H", "H", "H", "H", "H", "H", "O", "H", "H", "O", "H", "H", "O", "H", "H", "O", "H", "H", "O", "N", "O", "N", "O"], "positions_angstrom": [[0.49693, -0.84028, -0.08772], [1.27514, -3.22956, 3.13373], [0.03439, -2.76282, 2.54280], [-0.15615, -3.14288, 1.14845], [-0.23956, -1.22983, 2.66520], [-0.07279, -0.61560, 3.90348], [0.24399, -1.23027, 5.10341], [0.43733, -0.50349, 6.29385], [0.34200, 0.85571, 6.32518], [0.02328, 1.53638, 5.12775], [-0.02975, 2.94570, 5.05967], [-0.30587, 3.56468, 3.87784], [-0.57536, 2.76385, 2.74951], [-0.53941, 1.45495, 2.77633], [-0.21296, 0.81754, 3.93478], [-1.23984, -3.61495, 3.46215], [-0.96752, -4.87590, 3.97700], [-1.95535, -5.55772, 4.67368], [-3.20102, -4.97310, 4.86344], [-3.45967, -3.70597, 4.35878], [-2.47888, -3.02096, 3.65617], [0.39937, -2.29803, 5.13486], [0.68902, -1.04841, 7.19623], [0.51717, 1.41972, 7.23329], [0.16516, 3.51906, 5.95966], [-0.33662, 4.64288, 3.79410], [-0.82784, 3.21870, 1.79749], [0.01722, -5.30092, 3.83413], [-1.75017, -6.54181, 5.07685], [-3.96977, -5.50373, 5.41167], [-4.42752, -3.24632, 4.51482], [-2.66284, -2.02629, 3.26893], [-3.19361, 1.68592, -7.23608], [-2.41009, 1.52768, -5.95897], [-1.32781, 2.32137, -5.65581], [-0.58268, 2.19762, -4.46902], [0.52785, 3.12548, -4.22073], [1.43764, 2.92830, -3.43105], [0.56741, 4.43765, -4.97512], [1.77474, 4.85395, -5.52383], [1.86846, 6.08288, -6.16022], [0.75989, 6.91777, -6.22654], [-0.44193, 6.51651, -5.65875], [-0.54036, 5.27548, -5.04482], [-0.92893, 1.19332, -3.50640], [-0.32186, 0.99792, -2.40532], [-2.08486, 0.40503, -3.82827], [-2.77756, 0.56825, -5.00196], [-2.54212, -0.60086, -2.81942], [-3.46334, -0.42261, -1.97421], [-4.05989, 0.89801, -1.87414], [-5.27240, 0.87227, -0.97054], [-6.79855, -0.46803, -1.65422], [-6.85271, 0.42120, -3.56834], [-6.45586, -0.30348, -4.68874], [-6.41284, 0.30087, -5.93999], [-6.74851, 1.63950, -6.07841], [-7.14342, 2.36883, -4.96415], [-7.20489, 1.76110, -3.71731], [-1.84039, -1.92541, -2.81546], [-2.13949, -2.98458, -1.78794], [-0.89008, -3.86890, -1.90287], [-1.04026, -4.70558, -3.13106], [-1.24997, -3.98826, -4.23103], [-1.27519, -2.52009, -4.08451], [-2.76688, 2.47488, -7.85686], [-4.23609, 1.94751, -7.03496], [-3.19864, 0.76555, -7.82639], [-1.02485, 3.07361, -6.37654], [2.63915, 4.20845, -5.43287], [2.81006, 6.39537, -6.59423], [0.83434, 7.88251, -6.71292], [-1.30455, 7.17020, -5.69424], [-1.47717, 4.95522, -4.60513], [-3.65160, -0.05476, -5.18483], [-4.32573, 1.30785, -2.85292], [-3.31592, 1.57106, -1.43102], [-5.72867, 1.85900, -0.91585], [-5.00168, 0.55052, 0.03683], [-6.16012, -1.33954, -4.57865], [-6.09462, -0.27141, -6.80285], [-6.69608, 2.11573, -7.04942], [-7.40693, 3.41434, -5.06540], [-7.52312, 2.33364, -2.85464], [-3.04871, -3.53831, -2.00956], [-0.62155, -4.38446, -0.98696], [-0.93227, -5.78130, -3.11444], [-1.32982, -4.42031, -5.21979], [-1.31677, -1.90628, -4.97339], [4.91396, -0.99582, 2.97060], [5.43609, 0.27034, 3.29126], [6.77293, 0.41066, 3.62579], [7.28783, 1.65715, 3.96350], [6.46847, 2.77216, 3.93833], [5.13365, 2.63435, 3.57054], [4.60919, 1.38998, 3.26586], [2.90296, 1.21505, 2.85994], [2.83524, -0.28319, 2.08332], [3.75006, -1.14888, 2.22084], [3.60681, -2.48859, 1.56510], [4.10800, -3.63308, 2.17412], [3.91468, -4.85033, 1.54833], [3.25503, -4.88175, 0.33108], [2.81352, -3.68224, -0.20472], [2.97575, -2.50737, 0.39732], [5.60566, -1.71341, 2.83018], [7.41384, -0.46454, 3.63108], [8.33133, 1.74851, 4.23551], [6.86038, 3.74819, 4.19198], [4.48657, 3.50249, 3.52285], [4.56862, -3.58135, 3.15198], [4.26195, -5.76439, 2.01353], [3.08588, -5.81144, -0.19508], [2.32198, -3.64486, -1.17091], [2.49205, 0.27666, -1.92724], [1.71204, 0.59593, -2.41300], [2.64237, 0.99760, -1.29709], [-2.65208, 0.28003, 1.40486], [-1.88167, 0.57013, 1.93361], [-2.42302, -0.62866, 1.17619], [-1.08898, 2.43386, -0.29288], [-1.45546, 1.76339, 0.30104], [-0.84101, 1.93884, -1.11113], [1.83072, 2.81877, -0.54344], [1.73585, 2.93007, -1.50204], [0.91234, 2.77194, -0.23294], [0.16844, -2.89628, -2.18386], [-0.38462, -1.92121, -3.04244], [-3.06460, -4.25470, 0.16343], [-2.80596, -3.15646, 0.48766], [-2.25535, -2.36107, -0.50467]], "atomic_forces_ev_per_a": [[0.2228, 0.8408, -0.4855], [0.0474, -0.0521, -0.0012], [-0.0283, -0.3042, 0.3068], [0.0033, -0.2895, 0.2656], [-0.1066, -0.0552, 0.5854], [0.0674, -0.0477, -0.2298], [0.0255, -0.1029, 0.0621], [-0.0123, -0.0102, -0.0454], [-0.0169, 0.0014, -0.0358], [0.0270, 0.0393, 0.0148], [-0.0062, 0.0251, 0.0271], [-0.0102, 0.0165, -0.0370], [0.0147, 0.0315, 0.0824], [0.1191, 0.0654, 0.1231], [0.0093, 0.0579, -0.0929], [-0.0811, -0.0239, 0.0213], [-0.0815, 0.0204, -0.0250], [0.0187, 0.0240, -0.0127], [0.0042, 0.0033, -0.0040], [-0.0114, -0.0086, -0.0022], [0.0373, -0.0166, 0.0153], [-0.0126, 0.0048, -0.0042], [-0.0033, -0.0156, -0.0101], [0.0021, 0.0087, -0.0105], [0.0014, -0.0044, -0.0042], [-0.0003, -0.0089, -0.0124], [0.0104, 0.0222, 0.0540], [0.0010, -0.0018, 0.0029], [-0.0021, -0.0001, -0.0043], [0.0025, -0.0007, 0.0007], [0.0047, 0.0014, -0.0009], [0.0073, -0.0179, -0.0092], [0.0110, 0.0192, 0.0179], [-0.0100, -0.0327, 0.0150], [0.0353, 0.0229, -0.0397], [-0.0336, 0.0867, 0.0048], [-0.0077, 0.0480, -0.0533], [0.0439, -0.0859, 0.0109], [-0.0694, -0.0535, 0.0150], [0.0248, 0.0430, 0.0087], [-0.0293, -0.0153, 0.0151], [-0.0014, -0.0198, 0.0128], [0.0252, -0.0146, -0.0091], [-0.0177, 0.0125, -0.0180], [-0.0152, 0.0097, 0.0414], [0.0209, 0.0730, 0.0882], [0.0908, -0.0950, 0.0060], [-0.0704, -0.0311, -0.0204], [0.1550, -0.0089, -0.1634], [-0.0666, 0.0508, 0.0146], [0.0011, 0.0009, -0.0103], [-0.0406, 0.0202, 0.0938], [-0.0285, -0.0267, 0.0059], [0.0252, 0.0128, -0.0191], [-0.0289, 0.0439, -0.0312], [-0.0539, -0.0075, 0.0462], [-0.0471, -0.0159, 0.0487], [-0.0031, -0.0222, -0.0038], [0.0109, -0.0383, -0.0545], [0.0548, 0.0757, -0.1381], [-0.0087, 0.1588, 0.2344], [0.0229, 0.1098, -0.1630], [0.0289, -0.0613, 0.0801], [0.0036, 0.1216, -0.0937], [-0.0202, -0.2496, 0.1281], [0.0181, -0.0050, -0.0013], [0.0802, -0.0121, -0.0058], [0.0017, -0.0055, -0.0071], [-0.0069, -0.0109, 0.0178], [-0.0065, -0.0025, 0.0008], [-0.0025, 0.0010, -0.0044], [0.0034, -0.0009, -0.0009], [0.0024, -0.0008, 0.0018], [0.0064, 0.0023, -0.0048], [0.0449, 0.0191, 0.0044], [0.0102, -0.0039, -0.0291], [-0.0233, 0.0183, -0.0246], [0.0274, 0.0216, 0.0667], [-0.0107, -0.0228, -0.0557], [0.0073, -0.0018, 0.0053], [0.0054, 0.0005, -0.0043], [-0.0187, 0.0002, 0.0020], [0.0054, 0.0016, -0.0011], [0.0073, -0.0026, 0.0031], [-0.0299, -0.0089, -0.0135], [0.0137, 0.0247, 0.0308], [-0.0041, 0.0067, -0.0135], [0.0119, 0.0051, 0.0025], [0.0066, 0.0218, 0.0082], [-0.0466, 0.0020, 0.1667], [0.0408, -0.0525, -0.0551], [0.0348, -0.0023, 0.0033], [-0.0027, 0.0007, -0.0041], [-0.0355, -0.0269, -0.0032], [0.0353, 0.0490, -0.0035], [-0.0400, 0.0178, -0.0276], [-0.0368, -0.0278, 0.0945], [0.0409, -0.0086, -0.1962], [0.0722, -0.0572, -0.0142], [0.0107, 0.1647, -0.0421], [0.0014, -0.0070, 0.0401], [-0.0116, -0.0448, -0.0056], [0.0705, 0.0175, 0.0196], [0.0367, 0.1285, -0.0423], [0.0461, -0.1177, 0.0253], [0.0029, 0.0203, -0.0412], [-0.0055, 0.0023, 0.0026], [-0.0026, 0.0013, 0.0030], [-0.0004, 0.0000, -0.0027], [0.0101, -0.0074, -0.0099], [-0.0047, -0.0093, -0.0058], [-0.0022, 0.0019, 0.0014], [-0.0055, 0.0013, -0.0061], [-0.0852, -0.0369, 0.0386], [-0.0047, 0.0165, 0.0024], [-0.0078, 0.0264, -0.0115], [0.0013, 0.0081, -0.0317], [-0.0798, -0.0247, -0.2229], [0.0583, -0.0310, 0.0649], [-0.0987, -0.0249, -0.0596], [0.0951, 0.0003, 0.0141], [-0.1777, -0.0580, -0.1033], [-0.0419, -0.0001, 0.0113], [0.0599, 0.0227, 0.0321], [-0.0368, 0.0223, -0.0132], [-0.0221, -0.0454, 0.0005], [-0.4220, -0.2571, -0.0233], [0.1184, 0.0758, -0.0512], [0.0085, 0.0018, -0.0542], [0.0193, 0.2059, 0.0216], [0.0029, -0.3263, -0.0932]], "orbital_gap_ev": 7.06, "total_charge": -1, "max_force_ev_per_a": 1.00, "multiplicity": 1, "mol_weight_g_mol": 1290.279, "e_homo_ha": -0.187}